Record 1
The following is a DFT calculation (the ωB97M-V functional and the def2-TZVPD basis) of a 9-piece molecular cluster, C25H68O9 overall in a non-equilibrium geometry.

XYZ file:
```
102
Properties=species:S:1:pos:R:3:forces:R:3
C 1.329870 -7.014074 -1.891690 -0.2 -0.2 0.3
C 0.736956 -5.642207 -1.556491 0.8 -0.5 -1.2
C 1.806755 -4.567140 -1.471095 0.0 -0.2 1.1
O -0.131945 -5.267807 -2.641428 -0.4 0.1 0.7
H 2.198582 -7.252517 -1.275415 0.0 0.1 0.1
H 1.623931 -7.076527 -2.938124 0.0 0.1 0.0
H 0.575959 -7.779674 -1.691719 0.1 -0.1 -0.2
H 0.205128 -5.742625 -0.606636 -0.2 0.4 0.0
H 2.319197 -4.320787 -2.397559 -0.3 -0.1 -0.3
H 2.566073 -4.950897 -0.783390 0.0 0.2 0.0
H 1.381204 -3.668949 -1.019033 0.1 0.1 -0.2
H -0.988854 -5.698186 -2.560295 0.1 0.0 0.0
C -1.374999 -4.677534 2.830191 0.7 -0.4 0.2
C -1.322220 -3.201721 2.508158 -1.1 0.8 0.7
C -2.739895 -2.627972 2.283707 0.9 0.0 -0.7
O -0.754856 -2.423664 3.570982 0.0 0.1 0.2
H -2.277424 -4.997114 3.349684 -0.2 0.2 -0.2
H -0.563803 -4.980165 3.500164 0.2 0.1 -0.2
H -1.226136 -5.223964 1.897435 -0.3 -0.3 0.1
H -0.755966 -3.018284 1.591851 0.2 -0.1 0.0
H -2.645724 -1.677293 1.757204 -0.2 -0.1 -0.2
H -3.329244 -2.399498 3.169579 0.2 -0.5 0.3
H -3.241353 -3.362255 1.652704 -0.4 0.3 -0.1
H 0.074770 -2.795101 3.887610 0.0 -0.1 -0.2
C 5.426694 3.517840 1.889885 -0.1 0.1 1.0
C 5.351292 2.040032 1.515297 -0.5 -0.2 0.6
C 3.946196 1.451713 1.468589 -0.2 0.2 -1.2
O 5.988566 1.783199 0.265403 0.1 0.0 0.3
H 4.712243 4.182097 1.402747 0.4 -0.1 -0.7
H 6.473291 3.823920 1.839785 -0.1 0.4 -0.6
H 5.200588 3.709190 2.948068 -0.1 -0.6 0.1
H 5.894597 1.503795 2.304910 0.0 -0.1 -0.1
H 3.951838 0.410222 1.138968 0.3 -0.2 0.7
H 3.361777 1.863039 0.636332 0.1 0.6 0.2
H 3.382838 1.614999 2.384439 0.1 -0.2 0.1
H 6.925676 1.750228 0.486059 0.0 0.0 -0.4
C 1.517962 3.803942 -0.952231 -1.6 -0.5 0.4
C 0.596379 4.378869 0.144766 2.3 1.2 0.1
C 0.709891 3.688168 1.505641 -0.3 -0.9 -0.7
O 1.100123 5.727902 0.360654 -0.6 0.3 0.0
H 2.473330 3.499029 -0.530881 0.1 0.1 -0.2
H 1.599418 4.553648 -1.734429 0.3 0.1 0.1
H 0.983957 2.962787 -1.407696 0.5 -0.2 0.0
H -0.384965 4.531333 -0.302641 -0.3 -0.2 0.6
H 0.301252 2.675560 1.446453 -0.4 0.1 0.2
H 0.269930 4.281104 2.303447 -0.3 -0.1 -0.1
H 1.755259 3.504779 1.775440 0.2 0.4 -0.2
H 1.924294 5.646866 0.850648 0.0 0.0 0.0
C -3.021354 3.417235 1.995463 0.8 -0.3 1.1
C -3.884470 2.179025 1.946805 -0.3 -0.6 0.4
C -3.399767 1.208882 0.866296 -1.1 0.4 -0.2
O -3.912758 1.526014 3.223213 0.3 0.1 -0.3
H -3.293607 3.973945 2.895006 -0.2 0.3 -0.3
H -3.007453 4.044002 1.106806 -0.2 0.0 -0.1
H -2.004045 3.065877 2.208191 0.1 0.2 -0.3
H -4.926158 2.492910 1.832412 0.0 -0.2 -0.5
H -2.516712 0.641615 1.152089 0.3 0.4 0.1
H -3.219900 1.816298 -0.020547 0.3 -0.4 -0.2
H -4.154880 0.456117 0.627049 -0.1 0.1 0.0
H -3.054338 1.081392 3.320864 -0.1 0.1 0.4
C -2.354884 2.389142 -2.952468 1.5 1.2 -1.1
C -1.415051 1.486369 -3.763365 -0.5 -1.3 0.5
C -1.975276 1.267415 -5.171259 -0.1 -0.2 0.3
O -0.050062 1.923142 -3.830396 -0.9 1.0 -0.2
H -2.404174 3.291061 -3.580486 -0.5 0.1 0.2
H -1.847904 2.725001 -2.048365 -0.4 -0.4 0.4
H -3.358173 1.996794 -2.825334 0.1 -0.2 0.2
H -1.321566 0.553410 -3.196401 -0.2 -0.2 -0.4
H -2.411155 2.192767 -5.558541 0.3 0.1 -0.1
H -2.795836 0.547558 -5.177444 0.1 -0.1 0.1
H -1.192816 0.903041 -5.834989 -0.1 0.0 -0.1
H -0.108292 2.694788 -4.417930 0.6 -0.1 0.3
C 0.890343 0.682014 3.885280 0.6 0.7 0.2
C -0.337068 0.840465 4.808607 1.1 0.7 -0.9
C -0.647964 2.267552 5.219327 0.0 0.8 0.8
O -1.449706 0.307998 4.113445 -0.1 -0.7 0.5
H 0.695454 0.980375 2.854789 -0.4 -0.3 0.0
H 1.295692 -0.328634 3.935925 -0.2 -0.2 -0.3
H 1.740301 1.327937 4.139488 -0.2 0.0 0.5
H -0.066884 0.323177 5.738005 -0.5 -0.4 -0.1
H -1.345064 2.829244 4.597179 0.0 -0.4 -0.3
H 0.234918 2.904623 5.327856 0.2 -0.3 -0.3
H -1.070300 2.285002 6.228143 -0.3 -0.2 -0.1
H -1.237178 -0.630056 3.932657 -0.2 0.2 0.0
C -0.006223 -2.064107 -6.251094 0.6 0.4 0.9
C 0.141005 -2.298031 -4.729161 -0.9 0.3 -0.3
C -1.253874 -2.313536 -4.069944 0.0 -0.2 -0.3
O 0.783376 -3.535759 -4.539068 0.1 -0.4 0.6
H 0.184868 -1.001037 -6.413150 -0.3 0.0 -0.4
H -0.996811 -2.356523 -6.593450 0.0 0.0 -0.1
H 0.757877 -2.618421 -6.792367 0.0 -0.1 0.0
H 0.721267 -1.495863 -4.251287 0.1 0.0 -0.3
H -2.000036 -1.643129 -4.500645 0.4 0.3 -0.2
H -1.213296 -2.082282 -3.004291 0.0 -0.4 0.1
H -1.644067 -3.314346 -4.275639 -0.1 -0.1 0.4
H 0.469193 -3.954287 -3.707164 0.1 0.2 -0.7
C 0.080518 -0.191880 0.041527 -0.2 0.3 -1.1
O -0.663138 0.827940 -0.633199 0.0 0.0 0.2
H 0.275432 -0.993636 -0.679091 0.3 -0.1 0.2
H 1.013597 0.236291 0.412045 0.0 -0.3 0.3
H -0.543727 -0.606289 0.828450 0.1 0.2 0.2
H -0.106307 1.203093 -1.325889 0.0 -0.1 0.0
```
Forces are in eV/Å.

Output
SMILES = CC(C)O.CC(C)O.CC(C)O.CC(C)O.CC(C)O.CC(C)O.CC(C)O.CC(C)O.CO
Frontier orbital gap = 0.353 hartree
Highest occupied orbital energy = -0.3454 Ha
Strongest force on any atom = 2.58 eV/A
Energy above the lowest of the compared OMol25 structures with the same formula, charge and spin = 38.3 kcal per mole
LUMO = 0.0075 Ha

Mulliken atomic charge list, values in e, 5 entries:
1. C -1.4719
2. C 1.2049
3. C -1.3014
4. O -0.5070
5. H 0.3695


Record 2
The following is a DFT calculation (the ωB97M-V functional and the def2-TZVPD basis) of one molecule with the formula C22H26N2O2S in a non-equilibrium geometry.

XYZ file:
```
53
Properties=species:S:1:pos:R:3:forces:R:3
O -0.047913 -1.412395 -2.705492 -0.5 0.0 -0.4
C 1.246727 -1.355725 -2.179096 0.5 0.1 0.1
C 1.829546 0.060255 -2.066886 -0.2 -0.4 0.1
C 1.209396 1.051215 -1.046284 0.1 -0.1 0.0
C 0.261294 0.435790 -0.001643 0.4 0.1 0.0
N -1.017351 0.052019 -0.580126 -0.1 0.0 0.1
C -1.885181 -0.592492 0.399833 0.0 0.0 0.0
C -1.286968 -1.882198 0.893619 -0.1 -0.1 0.0
C -1.134603 -2.957117 0.024031 0.0 0.1 0.1
C -0.561709 -4.135214 0.471254 0.0 0.0 -0.1
C -0.143753 -4.261217 1.782088 0.0 0.2 0.2
C -0.295491 -3.195722 2.669683 -0.2 0.3 -0.3
C 0.129735 -3.304300 4.051788 0.5 -1.0 0.4
C 0.682464 -4.345237 4.757447 -0.3 0.5 -0.5
C 0.884627 -3.874716 6.073011 -0.1 0.6 0.2
C 0.444564 -2.586771 6.080137 0.4 -0.6 0.6
O -0.011439 -2.233433 4.870159 -0.2 0.2 -0.4
C -0.866450 -2.009251 2.206691 0.0 -0.1 0.0
C -1.650556 1.207882 -1.194887 0.1 0.2 -0.3
C -0.721136 1.772769 -2.274924 -0.3 0.0 0.0
N 0.582072 2.152704 -1.766260 0.1 0.2 0.1
C 0.588165 3.422776 -1.060794 0.0 0.0 0.1
C 0.257706 4.537407 -2.005734 -0.1 0.1 0.2
C 0.929100 4.727696 -3.243277 0.0 0.0 -0.1
C 0.466910 5.797840 -3.931688 -0.3 0.3 0.1
S -0.798037 6.609626 -3.092981 0.3 -0.4 0.1
C -0.701583 5.477806 -1.801079 0.0 0.3 -0.2
H -0.622499 -0.960713 -2.053658 0.1 -0.1 0.0
H 1.876745 -1.920603 -2.873534 0.0 0.0 0.2
H 1.288130 -1.860931 -1.202564 0.1 0.0 0.0
H 1.769824 0.532885 -3.048401 0.1 0.0 0.0
H 2.887017 -0.060616 -1.825728 0.1 0.0 0.0
H 2.044024 1.483140 -0.481507 -0.1 0.0 0.0
H 0.110388 1.178574 0.804561 0.0 -0.1 0.0
H 0.725462 -0.444612 0.446404 0.0 0.1 0.0
H -2.086369 0.077506 1.254300 0.0 0.0 -0.1
H -2.836847 -0.801025 -0.099733 0.0 0.1 0.1
H -1.456095 -2.867503 -1.002008 0.0 0.0 -0.1
H -0.441297 -4.962892 -0.211711 0.0 -0.1 -0.1
H 0.300336 -5.183472 2.121538 0.1 -0.1 0.0
H 0.915147 -5.323510 4.390832 0.0 -0.2 -0.2
H 1.298874 -4.419285 6.896582 0.1 0.0 0.2
H 0.404905 -1.846437 6.854696 0.0 0.2 0.0
H -0.979546 -1.182778 2.893231 0.0 0.1 0.0
H -1.882094 1.984344 -0.443907 0.0 -0.1 0.0
H -2.590756 0.891451 -1.653460 0.0 0.0 0.0
H -0.570039 1.009497 -3.041968 -0.1 0.0 0.0
H -1.182600 2.644746 -2.741843 0.0 -0.1 0.0
H 1.602563 3.580178 -0.677797 -0.1 -0.1 0.1
H -0.103460 3.460640 -0.202154 0.1 0.0 0.0
H 1.711340 4.075850 -3.585338 0.2 -0.1 -0.1
H 0.787021 6.171499 -4.883720 0.1 0.0 -0.2
H -1.360310 5.584065 -0.961702 -0.1 -0.1 0.2
```
Forces are in eV/Å.

Output
SMILES = OCC[C@@H]1CN(Cc2cccc(-c3ccco3)c2)CCN1Cc1ccsc1
Frontier orbital gap = 0.319 hartree
Highest occupied orbital energy = -0.2946 Ha
Strongest force on any atom = 1.17 eV/A
Energy above the lowest of the compared OMol25 structures with the same formula, charge and spin = 67.4 kcal per mole
LUMO = 0.0243 Ha

Mulliken atomic charge list, values in e, 5 entries:
1. O -0.6969
2. C -0.5046
3. C -1.2187
4. C 0.1672
5. C -1.3071


Record 3
The following is a DFT calculation (the ωB97M-V functional and the def2-TZVPD basis) of one molecule with the formula C5H8O2.

XYZ file:
```
15
Properties=species:S:1:pos:R:3:forces:R:3
O -2.190250 0.063088 0.395789 -0.2 0.2 0.0
C -0.880908 0.157852 0.914919 0.3 0.0 0.2
C -0.055733 -1.128619 0.655879 0.0 -0.1 0.0
C 0.905873 -0.304490 -0.188916 -0.2 0.0 0.0
O 2.271363 -0.533381 -0.164037 0.1 0.1 -0.2
C 0.194026 0.392487 -1.293439 0.0 0.0 -0.2
C 0.127983 0.968537 0.103414 0.0 0.2 0.1
H -2.543889 0.959275 0.332280 0.0 -0.2 0.0
H -0.892849 0.442688 1.976300 0.0 -0.1 -0.2
H 0.425734 -1.495685 1.566432 -0.1 0.0 -0.1
H -0.593464 -1.942015 0.156589 0.1 0.1 0.1
H 2.609289 -0.470940 -1.065336 0.0 -0.1 0.2
H 0.826726 0.963102 -1.972328 -0.1 -0.1 0.1
H -0.697981 -0.037549 -1.745166 0.1 0.1 0.1
H 0.494082 1.965651 0.327619 -0.1 -0.1 0.0
```
Forces are in eV/Å.

Output
SMILES = O[C@H]1C[C@@]2(O)C[C@@H]12
Frontier orbital gap = 0.371 hartree
Highest occupied orbital energy = -0.3397 Ha
Strongest force on any atom = 0.32 eV/A
Energy above the lowest of the compared OMol25 structures with the same formula, charge and spin = 48.7 kcal per mole
LUMO = 0.0317 Ha

Mulliken atomic charge list, values in e, 5 entries:
1. O -0.5570
2. C 0.1208
3. C -0.8959
4. C 0.6714
5. O -0.5417


> Number 2 is which compound?

C22H26N2O2S